Entry from OMol25: a structure of composition C37H56IN2O5PS2Y (the ωB97M-V functional and the def2-TZVPD basis).

Its spin multiplicity is 1. The LUMO energy comes out at -1.661 eV. As for the charge: +1. For the energy above the lowest of the compared OMol25 structures with the same formula, charge and spin, the calculation gives 34.4 kcal per mole. For the gap between HOMO and LUMO, the calculation gives 8.627 eV. For the calculated total energy, the calculation gives -3402.9716 Ha. The calculation puts the HOMO energy at -10.3 eV.

Structure (XYZ):
```
105
Properties=species:S:1:pos:R:3:lowdin_charge:R:1
Y 0.298 0.198 -0.477 1.0892
O 0.218 -0.316 1.768 -0.6537
S 0.187 -1.396 2.801 1.0797
C 1.570 -0.892 3.939 -0.2626
C 2.904 -0.851 3.202 -0.2356
C 3.836 0.281 3.651 -0.2046
C 3.426 1.639 3.106 -0.2711
S 3.374 1.814 1.254 0.9946
O 2.295 0.885 0.791 -0.7253
C 4.946 1.022 0.862 -0.3797
C 5.025 -0.270 0.378 -0.0793
C 6.264 -0.779 0.024 -0.0515
C 7.398 0.011 0.129 -0.0601
C 7.303 1.314 0.598 -0.0613
C 6.071 1.826 0.962 -0.0820
C 1.085 -2.824 2.146 -0.3818
C 1.745 -2.792 0.932 -0.0960
C 2.475 -3.894 0.516 -0.0402
C 2.560 -5.013 1.330 -0.0576
C 1.890 -5.042 2.544 -0.0575
C 1.132 -3.955 2.944 -0.0775
H 1.577 -1.588 4.774 0.0982
H 1.277 0.092 4.304 0.0878
H 2.711 -0.708 2.140 0.0561
H 3.416 -1.809 3.322 0.1296
H 4.850 0.051 3.317 0.1127
H 3.852 0.333 4.743 0.1254
H 4.118 2.413 3.432 0.0987
H 2.421 1.909 3.426 0.0764
H 4.130 -0.866 0.259 0.0912
H 6.341 -1.791 -0.343 0.1117
H 8.360 -0.388 -0.154 0.1109
H 8.186 1.929 0.670 0.1117
H 5.974 2.844 1.309 0.1127
H 1.685 -1.908 0.293 0.0781
H 2.966 -3.867 -0.445 0.1199
H 3.143 -5.863 1.013 0.1111
H 1.953 -5.912 3.180 0.1124
H 0.575 -3.980 3.867 0.1151
C 1.582 4.785 1.274 -0.0963
C 0.913 4.555 -0.081 -0.6469
C 0.225 5.840 -0.537 -0.0706
C 2.014 4.215 -1.091 -0.1272
P -0.293 3.057 -0.005 1.1500
C -1.383 3.480 -1.434 -0.3564
C -2.687 3.966 -1.408 -0.0903
C -3.360 4.252 -2.585 -0.0698
C -2.760 4.044 -3.813 -0.0747
C -1.473 3.539 -3.857 -0.0855
C -0.798 3.262 -2.683 -0.1485
C -1.341 3.213 1.585 -0.6502
C -2.464 2.180 1.427 -0.1110
C -1.919 4.594 1.911 -0.0695
C -0.483 2.723 2.764 -0.1010
H 2.425 5.459 1.141 0.0941
H 1.964 3.855 1.687 0.0206
H 0.906 5.255 1.981 0.0674
H 0.968 6.635 -0.568 0.0950
H -0.563 6.150 0.141 0.0701
H -0.192 5.735 -1.536 0.0790
H 2.797 4.970 -1.039 0.0926
H 1.645 4.217 -2.113 0.0661
H 2.468 3.251 -0.878 -0.0151
H -3.201 4.154 -0.480 0.0832
H -4.361 4.654 -2.532 0.1074
H -3.292 4.270 -4.724 0.1082
H -0.979 3.359 -4.800 0.1177
H 0.212 2.883 -2.750 0.0276
H -3.116 2.400 0.586 0.0613
H -3.068 2.146 2.334 0.0976
H -2.021 1.195 1.270 0.0482
H -2.412 5.057 1.061 0.0612
H -1.149 5.275 2.266 0.0679
H -2.656 4.493 2.710 0.0933
H 0.063 1.823 2.475 0.0343
H -1.134 2.466 3.601 0.0962
H 0.217 3.479 3.108 0.0657
I 2.296 0.674 -2.463 0.2608
C -2.089 0.396 -3.760 -0.0255
N -3.239 0.335 -2.879 -0.0871
C -4.480 -0.023 -3.532 -0.0322
C -3.041 0.272 -1.545 -0.4275
O -1.893 0.444 -1.068 -0.1410
N -4.094 -0.024 -0.726 -0.1309
C -5.408 0.581 -0.774 -0.0519
C -3.850 -0.774 0.490 -0.0330
H -2.281 1.100 -4.567 0.0895
H -1.883 -0.594 -4.180 0.1095
H -1.207 0.715 -3.202 0.0552
H -4.253 -0.472 -4.497 0.0962
H -5.098 0.859 -3.717 0.0934
H -5.037 -0.741 -2.932 0.0939
H -5.507 1.241 -1.627 0.0781
H -5.564 1.176 0.132 0.0937
H -6.184 -0.188 -0.805 0.0983
H -2.823 -1.135 0.509 0.0650
H -4.520 -1.637 0.498 0.1024
H -4.044 -0.175 1.381 0.0853
C -0.979 -3.760 -1.560 0.0300
C -0.629 -2.389 -1.024 -0.7045
O -0.966 -2.054 0.130 -0.0948
O 0.010 -1.586 -1.759 -0.2191
H -0.894 -4.498 -0.767 0.0853
H -0.331 -4.016 -2.395 0.0866
H -2.011 -3.743 -1.905 0.0867
```